Entry 1:
Computed, not measured: a structure of composition C20H42N4O6V in a non-equilibrium geometry, with ωB97M-V/def2-TZVPD.

```
! RIJCOSX wB97M-V def2-TZVPD def2/J DEFGRID3
* xyz 1 3
O 0.8550 -0.4457 -0.6367
V 0.3658 0.0822 0.8116
O -1.1798 -0.2104 0.9666
C 0.4382 0.6973 -5.0292
C 0.0979 -0.7275 -4.5870
C -1.0664 -0.6995 -3.5920
C -2.2475 0.1037 -4.0326
N -3.2016 0.7287 -4.2955
H 0.7879 1.3048 -4.1945
H -0.4372 1.2566 -5.3592
H 1.2116 0.6672 -5.7967
H 0.9850 -1.2139 -4.1814
H -0.2190 -1.1962 -5.5186
H -0.7356 -0.2956 -2.6351
H -1.4133 -1.7022 -3.3423
C -1.3959 2.9402 2.6179
O -0.4780 1.8589 2.6398
C -0.1992 1.4282 4.0061
C 0.9916 0.3912 3.9721
N 0.6838 -0.6015 2.9685
C 1.6916 -1.6752 3.1318
C 1.2610 -2.9733 2.3812
O 0.8685 -2.6623 1.0021
C 0.3846 -3.7604 0.3433
H -1.4252 3.3500 1.6083
H -1.1663 3.7194 3.3447
H -2.4227 2.6550 2.8469
H -1.0793 1.0063 4.4913
H 0.0777 2.2332 4.6869
H 1.0341 -0.0809 4.9536
H 1.9329 0.8983 3.7599
H -0.1065 -0.9789 3.4715
H 1.7827 -1.8670 4.2009
H 2.6736 -1.3738 2.7670
H 0.3660 -3.3350 2.8874
H 2.1130 -3.6493 2.4529
H -0.3381 -4.3012 0.9543
H 1.2592 -4.3981 0.2148
H -0.0883 -3.4172 -0.5769
C 4.0746 -2.2114 0.1039
O 3.3890 -1.0189 0.4822
C 3.9158 0.2007 -0.0719
C 3.4104 1.3675 0.8225
N 2.0027 1.7044 0.6092
C 1.7873 2.3537 -0.6831
C 0.4304 3.0173 -0.9844
O -0.5153 1.9622 -0.7714
C -1.7394 2.3114 -1.4448
H 5.1023 -2.2817 0.4602
H 4.0660 -2.3186 -0.9808
H 3.6177 -3.1241 0.4865
H 3.6750 0.3581 -1.1233
H 5.0054 0.2169 -0.0465
H 3.9947 2.2655 0.6219
H 3.6318 1.0851 1.8517
H 1.9051 2.4830 1.2451
H 2.0464 1.6661 -1.4882
H 2.5006 3.1749 -0.7537
H 0.5221 3.3477 -2.0191
H 0.2286 3.9291 -0.4223
H -2.1815 3.1829 -0.9620
H -2.4278 1.4712 -1.3540
H -1.5585 2.5888 -2.4833
N -5.8468 -1.0930 -1.1705
C -4.6849 -1.8000 -1.4128
C -3.7863 -1.4800 -0.3759
C -4.5421 -0.7665 0.5529
C -5.7890 -0.4657 0.0152
H -6.6853 -1.2066 -1.7219
H -4.5932 -2.4576 -2.2646
H -2.7861 -1.8668 -0.2480
H -4.1674 -0.4437 1.5130
H -6.6640 0.0922 0.3145
*
```

Calculated values
M, g mol⁻¹: 485.5
Largest force on an atom, Eh/bohr: 0.0800
HOMO-LUMO gap (alpha / beta), eV: 6.137 / 3.010
Lowest unoccupied orbital energy (alpha / beta), eV: -2.24 / -6.73

Entry 2:
Computed, not measured: an isolated molecule of C3H5NO3 in a non-equilibrium geometry, with ωB97M-V/def2-TZVPD.

```
! RIJCOSX wB97M-V def2-TZVPD def2/J DEFGRID3
* xyz 0 1
C 0.5292 -0.1118 0.8121
C 1.6651 -0.7302 -0.2173
C -1.5167 -0.2847 -0.4939
H -1.0877 2.1520 0.2445
H 1.0448 0.8070 1.2286
H 0.3011 -0.8589 1.6236
H 1.4404 -1.9007 -0.4173
H -2.1475 0.4340 -1.1318
N -0.4619 0.4227 0.0070
O -0.5384 1.7099 -0.4830
O 2.5777 -0.1304 -0.7897
O -1.8062 -1.5086 -0.3827
*
```

Calculated values
SMILES: O=CCN(O)C=O
M, g mol⁻¹: 103.1
Energy relative to the best compared isomer or geometry (same formula, charge and spin), eV: 4.523
Largest force on an atom, Eh/bohr: 0.1000
HOMO-LUMO gap, eV: 9.764
Lowest unoccupied orbital energy, eV: 0.32

Entry 3:
Computed, not measured: a structure of composition C31H43FN4O2S6Ti in a non-equilibrium geometry, with ωB97M-V/def2-TZVPD.

```
! RIJCOSX wB97M-V def2-TZVPD def2/J DEFGRID3
* xyz 0 3
Ti 0.2211 -0.0497 -0.0233
C 1.2580 1.3249 -3.8239
C 0.0011 2.0101 -3.2752
S -0.9075 1.1132 -1.9596
C -2.9957 3.1303 -0.1915
C -3.0240 2.6544 1.0372
S -2.1817 -0.4371 0.6887
C -3.1369 -1.0094 -0.7629
C -2.4101 -1.7537 -1.8896
S -0.6132 -2.0700 -1.6759
C -0.0165 -1.6474 -3.3634
C 1.4855 -1.4558 -3.3530
S 2.0477 0.1423 -2.6600
H 2.0250 2.0723 -4.0385
H 1.0518 0.7696 -4.7386
H -0.7304 2.1419 -4.0769
H 0.2502 2.9946 -2.8774
H -3.8147 2.9798 -0.8752
H -2.1523 3.6780 -0.5775
H -3.8647 2.0908 1.4068
H -2.2134 2.8015 1.7313
H -3.5658 -0.0879 -1.1561
H -3.9370 -1.6323 -0.3578
H -2.4884 -1.1794 -2.8087
H -2.8553 -2.7384 -2.0350
H -0.2813 -2.4753 -4.0234
H -0.5310 -0.7376 -3.6752
H 1.8840 -1.5239 -4.3671
H 1.9735 -2.2036 -2.7234
C 5.1712 -4.2458 4.1355
C 3.9969 -3.3411 3.9116
C 2.7719 -3.8238 3.4678
C 1.6880 -2.9787 3.3001
C 1.8264 -1.6320 3.5682
C 3.0347 -1.1308 4.0110
C 4.1124 -1.9779 4.1765
S 0.4372 -0.4948 3.5680
O 0.7036 0.4567 4.6161
O -0.7609 -1.2940 3.7683
N 0.3728 0.1856 2.0956
C 0.6236 1.4945 1.8604
C 0.6627 2.5652 2.7571
C 0.9343 3.8327 2.2751
C 1.1707 4.0213 0.9127
C 1.1062 2.9287 0.0790
N 0.8164 1.7003 0.5273
H 4.9346 -5.2744 3.8745
H 5.4808 -4.2160 5.1806
H 6.0152 -3.9194 3.5294
H 2.6567 -4.8785 3.2649
H 0.7368 -3.3669 2.9766
H 3.0962 -0.0838 4.2618
H 5.0501 -1.5845 4.5362
H 0.4931 2.3841 3.8028
H 0.9709 4.6701 2.9522
H 1.3969 4.9974 0.5162
H 1.3164 3.0093 -0.9834
F 5.6485 -2.8923 1.0124
C 4.4701 -2.2851 0.7059
C 4.4081 -0.9070 0.6989
C 3.2011 -0.2995 0.4011
C 2.0358 -1.0243 0.1142
C 2.1681 -2.4173 0.1346
C 3.3663 -3.0571 0.4153
H 5.2898 -0.3292 0.9336
H 3.1773 0.7860 0.3786
H 1.3072 -3.0456 -0.0787
H 3.4406 -4.1340 0.4232
C -3.6257 -6.2195 0.0906
C -3.6897 -5.5066 1.4345
N -3.2033 -4.1462 1.2818
C -2.2228 -3.5325 1.9881
S -1.0853 -2.6478 1.0846
N -2.0803 -3.5636 3.3041
C -2.8381 -4.2914 4.2900
C -2.0164 -5.4730 4.8103
H -3.9945 -7.2359 0.1921
H -2.6004 -6.2520 -0.2702
H -4.2380 -5.7006 -0.6442
H -3.0728 -6.0350 2.1629
H -4.7240 -5.4862 1.7972
H -3.1734 -3.8515 0.3144
H -1.4530 -2.8189 3.6436
H -3.7832 -4.6313 3.8611
H -3.0559 -3.6043 5.1115
H -1.6910 -6.1010 3.9833
H -2.6035 -6.0773 5.4959
H -1.1343 -5.1080 5.3293
*
```

Calculated values
M, g mol⁻¹: 763.0
Energy relative to the best compared isomer or geometry (same formula, charge and spin), eV: 2.130
Largest force on an atom, Eh/bohr: 0.0666
HOMO-LUMO gap (alpha / beta), eV: 6.883 / 6.378
Lowest unoccupied orbital energy (alpha / beta), eV: 0.32 / -0.68

Entry 4:
Computed, not measured: the ion C2H4BrO2S with charge -1 in a non-equilibrium geometry, with ωB97M-V/def2-TZVPD.

```
! RIJCOSX wB97M-V def2-TZVPD def2/J DEFGRID3
* xyz -1 1
C -0.5591 0.8302 -0.6585
C 0.4197 0.2083 0.3332
O 0.1230 -2.1273 1.6495
O -0.4021 -1.9460 -0.7567
S 0.5402 -1.6896 0.2993
Br 2.1185 1.3090 0.3116
H -0.5569 0.3912 -1.6604
H -0.2220 1.8886 -0.7548
H -1.5390 0.6697 -0.1596
H 0.0777 0.4660 1.3964
*
```

Calculated values
M, g mol⁻¹: 172.0
Energy relative to the best compared isomer or geometry (same formula, charge and spin), eV: 0.078
Largest force on an atom, Eh/bohr: 0.0782
HOMO-LUMO gap, eV: 6.558
Lowest unoccupied orbital energy, eV: 3.31

Entry 5:
Computed, not measured: a cluster of 16 separate species, C18H65F3N28O17 in total in a non-equilibrium geometry, with ωB97M-V/def2-TZVPD.

```
! RIJCOSX wB97M-V def2-TZVPD def2/J DEFGRID3
* xyz -1 2
O 4.9824 -0.0374 -1.3450
H 4.9590 -0.6373 -2.0940
H 5.6646 -0.2712 -0.7114
H 4.0748 -0.0368 -1.0319
C 1.2590 0.2282 -0.1217
O 0.2152 -0.7221 -0.2433
O 2.4002 -0.3870 -0.6365
C 0.7035 1.6601 -0.5177
F -0.6448 1.6970 -0.7172
F 0.9907 2.5463 0.5538
F 1.2822 2.2909 -1.5705
C -0.4387 -1.3731 0.8793
C -1.3661 -2.4742 0.2609
H -1.5726 -3.1709 1.0733
H -2.2619 -1.9705 -0.1025
H -0.9659 -2.9813 -0.6171
H -0.9340 -0.6638 1.5424
H 0.2330 -2.0218 1.4416
H 1.3354 0.3048 0.9629
C -1.3666 -0.9583 -3.8688
O -1.5803 -1.4871 -4.9055
N -2.2963 -0.1995 -3.3469
N -0.3310 -1.2525 -3.1376
H -3.1457 -0.2672 -3.8892
H -2.1548 0.5512 -2.6862
H 0.1832 -2.0328 -3.5209
H -0.1853 -0.9034 -2.2011
C 0.9053 -5.2726 2.8401
O 1.1203 -4.8498 1.7562
N 1.8022 -5.2424 3.7915
N -0.1141 -6.0210 3.2188
H 2.7094 -4.8111 3.6857
H 1.6153 -5.9200 4.5168
H -0.7447 -6.1394 2.4389
H -0.3068 -5.9756 4.2092
C 2.5339 5.4049 -3.6139
O 1.5004 5.7238 -4.0661
N 3.3643 6.2179 -3.0620
N 3.0723 4.2157 -3.5341
H 4.2172 5.8170 -2.6988
H 3.2397 7.1584 -2.7157
H 3.9922 3.9177 -3.2426
H 2.4816 3.4351 -3.7828
C -1.7038 -4.7382 -3.8160
O -1.6145 -5.9814 -3.7604
N -2.5283 -3.9964 -3.1593
N -0.9416 -4.1534 -4.6927
H -3.2424 -4.3265 -2.5259
H -2.4468 -2.9904 -3.1985
H -1.0846 -3.1820 -4.9291
H -0.3790 -4.8521 -5.1568
C -2.0907 -0.9306 5.0810
O -1.1097 -0.2079 5.1475
N -3.0702 -1.1563 5.9517
N -2.3589 -1.5770 3.9696
H -2.9554 -0.9219 6.9274
H -3.9706 -1.3974 5.5628
H -1.6459 -1.3034 3.3086
H -2.8453 -2.4577 3.8809
C -4.5061 -4.3689 1.2524
O -3.8951 -3.6735 2.0600
N -5.1200 -5.4114 1.5251
N -4.5355 -4.2442 -0.0140
H -5.3248 -5.5726 2.5009
H -5.4367 -6.0460 0.8060
H -5.1728 -4.6948 -0.6550
H -3.8808 -3.5356 -0.3131
C 5.1816 3.9530 -0.5935
O 6.1479 3.2903 -0.8758
N 4.0372 3.3678 -0.3821
N 5.0172 5.2093 -0.7356
H 3.9920 2.4195 -0.0373
H 3.2926 3.9955 -0.1145
H 4.1306 5.5953 -0.4439
H 5.8260 5.7322 -1.0397
C 3.7162 -2.4486 3.3879
O 4.3496 -3.4576 3.1189
N 2.9631 -1.7867 2.5069
N 3.4813 -2.0078 4.5363
H 2.3668 -1.1094 2.9606
H 2.9938 -1.8019 1.4975
H 2.8428 -1.2314 4.6348
H 3.8917 -2.4405 5.3515
C -2.8671 2.3688 2.9087
O -2.5868 3.3877 3.4601
N -3.7829 1.5177 3.3283
N -2.4005 1.9800 1.8066
H -4.3350 1.8843 4.0904
H -4.1435 0.6162 3.0504
H -2.8070 1.2563 1.2311
H -1.6996 2.6097 1.4428
C -1.5739 3.9833 -4.2558
O -2.6696 4.3589 -4.5314
N -1.2132 3.6180 -3.0804
N -0.6183 3.7459 -5.1403
H -1.8066 3.8141 -2.2869
H -0.4172 3.0131 -2.9371
H 0.3589 3.7540 -4.8854
H -0.9594 3.7143 -6.0905
C 1.1169 6.0026 -0.1143
O 2.0002 5.3595 0.4303
N 0.6508 7.1464 0.3297
N 0.4652 5.5754 -1.1813
H 0.8250 7.4387 1.2807
H 0.0452 7.7501 -0.2078
H -0.2183 6.2259 -1.5416
H 0.9410 4.9263 -1.7915
C -4.6005 -0.1826 -0.3500
O -3.9550 0.5473 0.3095
N -4.7191 -0.1994 -1.6279
N -5.2205 -1.2253 0.0445
H -5.3522 -0.8881 -2.0087
H -4.1607 0.3914 -2.2272
H -5.6794 -1.8858 -0.5664
H -5.3248 -1.3203 1.0446
C 2.4703 -3.7636 -2.2652
O 2.5781 -4.7640 -2.9786
N 2.4030 -3.9069 -1.0057
N 2.2752 -2.5571 -2.6127
H 1.8898 -3.1361 -0.6026
H 2.2031 -4.7703 -0.5212
H 2.4280 -2.2582 -3.5653
H 2.0843 -1.8960 -1.8733
C 2.2389 1.7377 3.4392
O 2.8372 0.7469 3.8397
N 2.7795 2.8118 2.9936
N 0.9046 1.7635 3.5663
H 2.1581 3.3480 2.4050
H 3.7614 3.0193 3.1072
H 0.4351 1.0576 4.1154
H 0.4627 2.6347 3.3098
*
```

Calculated values
M, g mol⁻¹: 1002.9
Energy relative to the best compared isomer or geometry (same formula, charge and spin), eV: 0.000
Largest force on an atom, Eh/bohr: 0.1845
HOMO-LUMO gap (alpha / beta), eV: 1.811 / 7.060
Lowest unoccupied orbital energy (alpha / beta), eV: 1.03 / 1.03

Entry 6:
Computed, not measured: a structure of composition CH2Cl2N2O2 in a non-equilibrium geometry, with ωB97M-V/def2-TZVPD.

```
! RIJCOSX wB97M-V def2-TZVPD def2/J DEFGRID3
* xyz 0 3
C -1.7859 0.0741 0.0019
N 2.1765 0.2527 -1.0759
N -0.5597 -0.2900 0.4009
O -0.0522 -1.5012 0.1621
O 0.1329 0.5620 1.0189
Cl 2.2932 1.5694 -0.0742
Cl 2.0699 -1.1397 -0.3483
H -2.4603 -0.6702 -0.3891
H -1.8142 1.1428 0.3037
*
```

Calculated values
M, g mol⁻¹: 144.9
Energy relative to the best compared isomer or geometry (same formula, charge and spin), eV: 0.617
Largest force on an atom, Eh/bohr: 0.1190
HOMO-LUMO gap (alpha / beta), eV: 8.123 / 6.524
Lowest unoccupied orbital energy (alpha / beta), eV: -0.15 / -3.09

Entry 7:
Computed, not measured: a cluster of 2 separate species, C4H9N in total, with ωB97M-V/def2-TZVPD.

```
! RIJCOSX wB97M-V def2-TZVPD def2/J DEFGRID3
* xyz 0 1
C -2.3915 0.0868 -0.7917
C 0.2767 0.4653 1.1536
C 0.7655 -0.6472 1.5453
N 0.7894 -0.4265 0.0748
C 2.0992 -0.0228 -0.4504
H -3.1759 -0.0436 -0.0415
H -2.1009 1.1409 -0.8357
H -2.7698 -0.2184 -1.7705
H -0.2591 1.3967 1.2334
H -1.5124 -0.5130 -0.5412
H 0.9801 -1.4428 2.2390
H 2.7187 0.5033 0.2928
H 2.6349 -0.9143 -0.7950
H 1.9449 0.6356 -1.3128
*
```

Calculated values
SMILES: CN1C=C1.C
M, g mol⁻¹: 71.1
Energy relative to the best compared isomer or geometry (same formula, charge and spin), eV: 3.734
Largest force on an atom, Eh/bohr: 0.0044
HOMO-LUMO gap, eV: 9.517
Lowest unoccupied orbital energy, eV: 1.17

Entry 8:
Computed, not measured: a structure of composition C20H23BrF11NO4PSTi, with ωB97M-V/def2-TZVPD.

```
! RIJCOSX wB97M-V def2-TZVPD def2/J DEFGRID3
* xyz 0 2
Ti 0.5820 -0.7552 0.1433
Br -0.4404 -2.5476 3.3917
C 0.5927 -0.9526 3.3565
C 1.0740 -0.5009 4.5302
C 1.9474 0.6557 4.5116
C 2.3469 1.1935 3.3622
C 1.8865 0.6301 2.0470
N 0.7946 -0.3937 2.1286
C 3.0186 -0.1601 1.3015
O 4.1529 -0.2437 1.6608
O 2.4767 -0.7533 0.2302
H 0.8528 -1.0267 5.4444
H 2.3074 1.0566 5.4504
H 3.0382 2.0244 3.3157
C 2.8605 -1.5412 -3.0501
C 2.3326 -0.1869 -2.6342
O 0.9988 -0.2597 -2.0657
C -0.0263 -0.2286 -3.0668
C -0.3812 1.2045 -3.4136
H 3.8193 -1.4053 -3.5528
H 2.1843 -2.0501 -3.7380
H 3.0093 -2.1767 -2.1808
H 2.2920 0.5077 -3.4766
H 2.9643 0.2442 -1.8653
H -0.8759 -0.7792 -2.6633
H 0.3249 -0.7714 -3.9466
H -0.7882 1.7190 -2.5419
H -1.1208 1.2285 -4.2158
H 0.4977 1.7511 -3.7566
F -0.5477 2.0428 2.4750
C 0.1593 2.3784 1.3945
C 1.3786 1.7631 1.1221
C 2.0700 2.2541 0.0192
F 3.3042 1.8430 -0.2668
C 1.5376 3.2120 -0.8317
F 2.2213 3.6089 -1.9035
C 0.2959 3.7617 -0.5556
F -0.2302 4.6736 -1.3624
C -0.3882 3.3528 0.5823
F -1.5736 3.8883 0.8728
F 0.8249 -3.0066 -1.3851
P -0.0344 -3.9373 -0.3548
F -0.7934 -2.4140 0.1059
F 1.0635 -3.5821 0.7677
F -1.1790 -4.0715 -1.4587
F 0.7014 -5.2545 -0.8029
F -0.9503 -4.6529 0.7222
C -3.7209 0.5533 -2.1678
C -3.6838 -0.2486 -0.8815
S -2.5917 0.4821 0.3434
O -1.1836 0.2350 -0.2312
C -2.9008 -0.6946 1.6812
C -2.8151 -0.0546 3.0554
H -4.4501 0.1138 -2.8473
H -2.7546 0.5499 -2.6623
H -4.0105 1.5879 -1.9809
H -3.3365 -1.2756 -1.0222
H -4.6633 -0.2630 -0.3991
H -2.1812 -1.5000 1.5520
H -3.8945 -1.1000 1.4874
H -1.7960 0.2355 3.2996
H -3.1383 -0.7846 3.7965
H -3.4608 0.8212 3.1308
*
```

Calculated values
M, g mol⁻¹: 741.2
Energy relative to the best compared isomer or geometry (same formula, charge and spin), eV: 0.000
Largest force on an atom, Eh/bohr: 0.0152
HOMO-LUMO gap (alpha / beta), eV: 7.206 / 7.365
Lowest unoccupied orbital energy (alpha / beta), eV: -0.23 / -0.10

Entry 9:
Computed, not measured: an isolated molecule of C6H13N in a non-equilibrium geometry, with ωB97M-V/def2-TZVPD.

```
! RIJCOSX wB97M-V def2-TZVPD def2/J DEFGRID3
* xyz 0 1
C 0.8286 -2.1902 -0.3878
C -0.1111 -1.4183 0.5834
N -1.5914 0.0449 -1.2527
C -0.7020 0.8582 -0.3343
C 0.1602 0.0977 0.4313
C 1.5509 0.5279 0.9242
C -1.1928 2.3245 0.0609
H 1.8391 -1.6572 -0.0695
H 0.5446 -1.7925 -1.3900
H 0.8587 -3.2775 -0.4414
H -1.1523 -1.6169 0.4262
H 0.1454 -1.7663 1.6584
H -2.1272 0.7053 -1.8949
H -0.9894 -0.6832 -1.6096
H 1.6569 1.4770 1.3458
H 1.7354 -0.3072 1.4812
H 2.2476 0.5184 0.0819
H -0.7231 2.6999 1.0166
H -0.6707 3.0703 -0.5997
H -2.3075 2.3852 -0.0301
*
```

Calculated values
SMILES: CC/C(C)=C(/C)N
M, g mol⁻¹: 99.2
Energy relative to the best compared isomer or geometry (same formula, charge and spin), eV: 2.431
Largest force on an atom, Eh/bohr: 0.0745
HOMO-LUMO gap, eV: 8.450
Lowest unoccupied orbital energy, eV: 1.03